(1)
A 5-piece molecular cluster, C30H27F5N5O10S overall, computed with ωB97M-V with the def2-TZVPD basis set.

Last column: Löwdin charge in e.
Atoms and positions in Å:
1 O -7.51782 3.58647 2.36634  -0.234
2 S -6.98974 2.89579 1.22443  0.783
3 O -6.59067 3.58273 0.03438  -0.231
4 C -8.17214 1.64193 0.74705  -0.327
5 C -9.10026 1.09209 1.86044  -0.069
6 C -10.06013 0.35057 0.98926  0.060
7 N -10.14016 0.92000 -0.16642  0.126
8 C -9.20695 2.07800 -0.30530  -0.054
9 C -5.57953 1.83999 1.86922  -0.449
10 F -6.16373 0.70596 2.34561  0.109
11 F -5.00037 2.48849 2.86472  0.177
12 C -4.53885 1.42441 0.79691  -0.592
13 F -3.55457 0.76590 1.38294  0.199
14 F -4.05233 2.46614 0.16157  0.214
15 F -5.14616 0.61186 -0.07893  0.173
16 H -7.63686 0.79018 0.31173  0.141
17 H -9.70568 1.95090 2.20925  0.160
18 H -8.66259 0.59427 2.72154  0.141
19 H -10.62111 -0.54783 1.24848  0.173
20 H -10.76793 0.58788 -0.89260  0.192
21 H -8.79934 2.09496 -1.31808  0.151
22 H -9.73030 3.01253 -0.07150  0.159
23 C -0.56799 -0.52144 1.41606  -0.068
24 C -0.31293 0.18657 2.58403  -0.065
25 C 0.92620 0.09298 3.19943  0.000
26 C 1.89014 -0.71643 2.62658  -0.139
27 C 1.65115 -1.44052 1.47454  -0.006
28 C 0.41246 -1.33386 0.86379  -0.056
29 N 3.22404 -0.79229 3.25061  -0.348
30 O 3.40398 -0.15682 4.26959  0.080
31 O 4.06044 -1.48053 2.70273  0.080
32 H -1.52559 -0.43933 0.92451  0.087
33 H -1.07523 0.82211 3.01486  0.101
34 H 1.14326 0.64379 4.10236  0.120
35 H 2.41972 -2.06982 1.05206  0.114
36 H 0.21838 -1.87636 -0.05111  0.089
37 C 5.34908 0.90118 -1.79267  -0.053
38 C 4.79807 1.36887 -2.98081  -0.052
39 C 3.58344 0.88314 -3.44014  -0.004
40 C 2.94256 -0.08446 -2.69010  -0.150
41 C 3.48237 -0.57813 -1.51635  -0.001
42 C 4.69036 -0.08075 -1.05947  -0.048
43 N 1.63610 -0.58996 -3.13145  -0.337
44 O 1.16694 -0.15037 -4.15939  0.087
45 O 1.08159 -1.42027 -2.42740  0.034
46 H 6.27820 1.30884 -1.41957  0.074
47 H 5.31589 2.12747 -3.55229  0.110
48 H 3.14451 1.25007 -4.35604  0.119
49 H 2.96285 -1.34100 -0.95975  0.092
50 H 5.11080 -0.45197 -0.13609  0.103
51 C 8.82951 4.65024 3.80244  -0.066
52 C 9.57848 4.36266 2.66864  -0.061
53 C 9.07489 3.50883 1.70100  0.001
54 C 7.81940 2.96079 1.89330  -0.144
55 C 7.05678 3.22941 3.01576  0.001
56 C 7.57364 4.08293 3.97659  -0.061
57 N 7.27476 2.05959 0.86845  -0.326
58 O 7.97397 1.80439 -0.09492  0.071
59 O 6.15776 1.61236 1.03724  0.073
60 H 9.22726 5.31845 4.55470  0.109
61 H 10.55704 4.80314 2.53698  0.110
62 H 9.64608 3.27296 0.81572  0.120
63 H 6.08391 2.77736 3.13873  0.119
64 H 6.99524 4.30387 4.86295  0.109
65 C -0.12492 -4.41502 -2.50992  -0.074
66 C 0.49417 -4.67363 -3.72510  -0.056
67 C -0.10887 -5.51306 -4.64845  0.003
68 C -1.33093 -6.07768 -4.33140  -0.149
69 C -1.96334 -5.83868 -3.12578  -0.009
70 C -1.34871 -4.99913 -2.21077  -0.066
71 N -1.98816 -6.95766 -5.31437  -0.354
72 O -1.40623 -7.17004 -6.35766  0.082
73 O -3.07614 -7.41373 -5.02106  0.072
74 H 0.34467 -3.74941 -1.79974  0.082
75 H 1.44551 -4.21494 -3.95703  0.110
76 H 0.35882 -5.72300 -5.59871  0.121
77 H -2.91512 -6.29995 -2.90923  0.116
78 H -1.82847 -4.79925 -1.26183  0.104

Force components x, y, z for each atom (eV/Å):
0.181 -0.390 -0.390
-0.291 0.885 0.240
-0.080 -0.331 0.220
-0.389 -0.651 0.109
-0.275 0.594 -0.453
0.170 0.170 -0.121
-0.052 -0.392 0.667
0.331 -0.304 -0.313
-0.136 -0.274 0.017
0.185 0.234 0.027
-0.023 0.059 -0.149
-0.123 -0.002 0.030
0.055 -0.149 0.140
0.095 0.199 -0.017
-0.076 0.010 -0.078
0.277 0.269 0.060
0.234 -0.162 0.342
-0.029 -0.197 -0.284
-0.088 0.298 -0.138
0.038 0.182 -0.053
-0.149 0.145 0.164
0.084 -0.165 -0.023
0.136 -0.010 0.039
0.007 -0.044 -0.069
-0.070 0.086 0.047
-0.097 0.034 -0.043
-0.004 -0.070 -0.138
-0.067 -0.016 0.033
0.048 -0.005 0.029
0.002 -0.016 -0.032
-0.015 0.024 0.013
-0.033 -0.003 -0.006
0.006 0.000 0.014
0.073 -0.028 -0.004
0.067 0.006 0.125
0.014 0.023 -0.007
-0.164 0.000 -0.057
0.049 -0.003 0.057
0.052 0.081 -0.090
0.045 0.021 0.050
0.054 -0.158 0.208
-0.031 0.080 -0.237
-0.033 0.014 0.030
0.021 -0.021 0.019
0.007 0.012 -0.065
-0.034 -0.102 -0.157
-0.005 0.003 -0.003
-0.051 -0.039 0.015
-0.072 -0.002 -0.085
0.017 0.037 0.023
-0.011 -0.017 -0.017
-0.049 0.006 0.049
0.100 0.032 -0.039
0.022 0.079 0.062
-0.079 0.001 0.085
0.064 0.023 -0.025
0.074 -0.039 0.062
0.039 0.045 0.070
0.039 0.035 0.126
0.002 -0.005 0.002
0.002 -0.003 -0.005
-0.060 -0.040 -0.024
0.012 -0.036 -0.066
-0.005 -0.005 0.000
-0.048 -0.041 0.008
-0.046 0.007 0.040
0.103 0.040 -0.039
0.038 0.054 0.047
-0.075 0.019 0.105
0.062 0.017 -0.030
-0.014 -0.030 -0.035
-0.022 0.000 0.028
0.021 0.006 -0.014
0.027 0.003 -0.017
-0.003 0.006 -0.004
-0.062 -0.042 -0.018
0.005 -0.036 -0.072
0.001 -0.014 0.006

Total charge: +1
Energy (eV): -83877.0919
HOMO-LUMO gap (Ha): 0.2115
Maximum force (eV/A): 0.96



(2)
C30H27MoN2P2S as an isolated structure, computed with ωB97M-V with the def2-TZVPD basis set.

Last column: Löwdin spin population.
Atoms and positions in Å:
1 Mo -0.22433 -0.08648 0.02976  2.332
2 S 2.04324 0.41329 0.22070  -0.206
3 C 1.43139 2.06554 0.05529  0.024
4 C 2.15384 3.23531 0.04710  -0.025
5 C 1.43158 4.42604 -0.02594  0.019
6 C 0.04382 4.38952 -0.08808  -0.022
7 C -0.60285 3.16577 -0.10742  0.003
8 N 0.08273 2.01729 -0.04246  0.009
9 H 3.23400 3.21687 0.09939  -0.001
10 H 1.95625 5.37279 -0.02654  0.001
11 H -0.53717 5.30013 -0.12331  -0.001
12 H -1.67973 3.09005 -0.17674  0.000
13 C -2.53993 -2.43901 1.57315  -0.003
14 N -1.82864 -1.83170 0.40578  -0.085
15 P -2.61079 -0.33068 -0.10837  -0.049
16 C -4.36584 -0.44505 0.21398  -0.016
17 C -4.98277 0.30175 1.21679  -0.001
18 C -6.35019 0.16440 1.39827  0.000
19 C -7.07456 -0.70631 0.59667  0.001
20 C -6.44596 -1.45096 -0.39993  -0.001
21 C -5.08708 -1.32035 -0.60876  -0.004
22 C -2.37322 -0.14750 -1.89278  -0.004
23 C -3.13972 0.88576 -2.45618  -0.002
24 C -2.98929 1.20512 -3.79250  0.002
25 C -2.02772 0.55240 -4.56269  -0.012
26 C -1.23919 -0.44182 -4.00519  0.008
27 C -1.40955 -0.80518 -2.67524  0.002
28 P -0.22476 -2.53206 0.06325  -0.027
29 C -0.61968 -4.18181 -0.54603  -0.019
30 C -0.71934 -5.24306 0.35986  -0.004
31 C -1.11668 -6.48692 -0.10085  -0.002
32 C -1.40762 -6.67926 -1.44530  0.000
33 C -1.30216 -5.62338 -2.34233  0.000
34 C -0.90223 -4.37492 -1.90133  -0.001
35 C 0.56237 -2.66116 1.68866  0.026
36 C 1.63686 -3.53558 1.86599  0.000
37 C 2.34848 -3.52183 3.05715  0.010
38 C 2.01676 -2.62334 4.06123  0.003
39 C 0.96852 -1.72694 3.88085  0.005
40 C 0.24612 -1.74179 2.70108  0.029
41 H -3.47948 -2.85548 1.21362  -0.004
42 H -2.75893 -1.71998 2.36228  -0.001
43 H -1.94835 -3.24501 1.99458  0.001
44 H -4.41080 0.97866 1.83910  -0.001
45 H -6.84848 0.73801 2.16799  0.000
46 H -8.14172 -0.80841 0.74311  0.000
47 H -7.01828 -2.12934 -1.01836  0.000
48 H -4.58713 -1.88241 -1.38862  0.000
49 H -3.87330 1.41161 -1.85573  0.000
50 H -3.62885 1.95560 -4.23740  0.000
51 H -1.90517 0.81447 -5.60528  -0.001
52 H -0.50677 -0.95801 -4.61155  0.000
53 H -0.86046 -1.65594 -2.29211  0.003
54 H -0.49944 -5.11444 1.40962  0.000
55 H -1.19251 -7.30965 0.59735  0.000
56 H -1.71166 -7.65659 -1.79552  0.000
57 H -1.52153 -5.77557 -3.39048  0.000
58 H -0.80610 -3.56647 -2.61439  0.000
59 H 1.92711 -4.21653 1.07561  0.000
60 H 3.16485 -4.21722 3.19908  0.001
61 H 2.57220 -2.61672 4.98947  0.000
62 H 0.70256 -1.03584 4.66935  0.000
63 H -0.61008 -1.07279 2.61522  0.012

Force components x, y, z for each atom (eV/Å):
0.058 -0.254 -0.343
-0.293 -0.176 -0.047
-0.067 0.031 0.065
-0.003 -0.070 0.002
-0.033 -0.059 -0.004
0.031 -0.016 -0.008
-0.119 -0.009 -0.025
0.249 0.616 0.011
-0.008 0.019 0.034
-0.020 0.008 0.004
0.002 -0.002 -0.032
-0.002 0.015 0.007
-0.272 -0.052 0.417
0.521 0.825 0.088
-0.882 -0.819 -0.565
0.477 0.227 0.084
0.052 -0.010 0.051
0.022 0.086 0.097
0.016 -0.043 -0.039
0.005 -0.045 -0.049
0.023 0.017 0.011
0.246 -0.016 0.457
0.014 0.193 -0.078
-0.037 0.007 0.186
0.080 -0.073 -0.024
0.099 0.055 -0.091
-0.040 -0.112 0.134
-0.434 -0.912 0.653
0.415 0.380 -0.368
-0.027 0.068 0.043
-0.010 -0.037 0.022
0.013 0.034 0.045
-0.012 0.035 -0.103
0.040 -0.026 -0.021
-0.132 0.057 -0.140
0.019 0.009 -0.150
0.045 -0.004 -0.034
-0.039 0.068 0.017
0.052 -0.012 0.030
-0.124 0.008 -0.023
0.028 0.032 -0.126
0.032 0.038 -0.059
0.080 0.038 -0.032
-0.023 0.005 0.023
-0.005 0.002 -0.015
0.002 0.004 0.011
-0.018 0.019 0.008
-0.066 -0.018 -0.032
-0.059 -0.029 -0.045
0.036 0.025 -0.010
-0.013 -0.016 -0.006
-0.010 -0.001 -0.007
-0.057 0.126 -0.057
0.052 0.024 0.038
-0.006 -0.003 -0.013
0.004 0.002 -0.004
0.012 -0.016 0.006
0.018 -0.116 -0.016
-0.022 -0.076 0.030
0.004 0.011 -0.014
0.003 -0.028 -0.003
0.007 0.001 -0.005
0.076 -0.040 0.011

Total charge: +3
Expectation value of S²: 2.313
ΔE to the lowest compared entry with this formula, charge and spin (eV): 1.924
Energy (eV): -65768.6767
HOMO-LUMO gap (spin up / spin down) (Ha): 0.2083 / 0.2521
Maximum force (eV/A): 1.33
Spin multiplicity: 3



(3)
C30H27N11O3S3V as an isolated structure, computed with ωB97M-V with the def2-TZVPD basis set.

Last column: Löwdin spin population.
Atoms and positions in Å:
1 V 0.79775 -0.11075 -0.04793  2.708
2 C 0.57707 -4.41255 -1.06696  0.009
3 C 0.71636 -2.93561 -1.10098  0.060
4 N 0.80613 -2.26566 0.01086  -0.013
5 N 1.10687 -2.93603 1.18362  0.000
6 C 1.31044 -1.97822 2.12749  0.003
7 O 1.21906 -0.73034 1.97404  0.021
8 C 1.66285 -2.50150 3.46208  0.000
9 C 1.32581 -3.79841 3.79867  0.000
10 C 1.61431 -4.26675 5.10713  0.000
11 C 2.18735 -3.36189 5.99885  0.000
12 C 2.57202 -2.09684 5.59590  0.000
13 C 2.27503 -1.63896 4.36675  0.000
14 C 0.46360 -2.08825 -2.32688  0.015
15 C 0.11063 -2.57490 -3.54397  0.004
16 C -0.00313 -1.78537 -4.68219  0.014
17 C 0.26150 -0.41452 -4.52679  0.006
18 C 0.66348 0.03710 -3.27067  0.016
19 N 0.69762 -0.74858 -2.17747  0.018
20 H 0.88461 -4.77772 -0.12262  0.000
21 H 1.20964 -4.94006 -1.79856  0.002
22 H -0.44976 -4.75182 -1.26433  0.004
23 H 0.85549 -4.40457 3.06604  0.000
24 H 1.35988 -5.22784 5.41637  0.000
25 H 2.43040 -3.65611 7.03343  0.000
26 H 3.05554 -1.43858 6.31357  0.000
27 H 2.48692 -0.62073 4.03006  0.000
28 H -0.11867 -3.63154 -3.70995  0.000
29 H -0.24755 -2.21918 -5.65997  0.001
30 H 0.18053 0.29715 -5.33930  0.000
31 H 0.88881 1.09392 -3.11532  0.001
32 N -0.83112 2.92560 -1.74553  0.001
33 C 0.40198 3.13253 -1.22980  0.002
34 N 1.19665 2.14946 -0.96125  0.014
35 C 2.45962 2.60818 -0.55737  0.003
36 C 2.53407 3.93055 -0.32277  0.001
37 S 1.00491 4.69428 -0.73997  0.002
38 C 3.45008 1.52129 -0.43902  0.004
39 C 4.78552 1.54814 -0.66843  0.000
40 S 5.46085 -0.03958 -0.67402  0.002
41 C 3.89062 -0.67242 -0.27123  0.015
42 N 2.94968 0.24476 -0.22610  0.010
43 N 3.69265 -1.96693 0.01882  0.010
44 H -1.16429 1.97676 -1.63995  0.001
45 H -1.58319 3.51094 -1.43625  0.000
46 H 3.30827 4.47260 0.18086  0.000
47 H 5.42404 2.35897 -0.92685  0.000
48 H 4.47424 -2.60697 0.05787  0.000
49 H 2.80119 -2.19915 0.42981  0.001
50 N -5.20167 3.77836 -3.67229  0.000
51 C -4.66341 2.77885 -2.90285  0.000
52 C -4.56597 2.95277 -1.52664  0.000
53 C -3.97269 1.98318 -0.72916  0.000
54 C -3.39734 0.84543 -1.29354  0.000
55 C -3.57409 0.61969 -2.65526  0.000
56 C -4.19556 1.55594 -3.45586  0.000
57 S -2.52427 -0.35486 -0.26730  0.006
58 O -1.84785 -1.25036 -1.18094  0.011
59 O -3.53515 -0.94481 0.60181  0.003
60 N -1.30088 0.38373 0.45705  0.020
61 C -1.35397 1.20048 1.58766  0.004
62 N -0.27008 1.92379 1.85151  0.015
63 C -0.20833 2.59122 3.00737  0.002
64 C -1.27330 2.51083 3.89803  0.002
65 C -2.41583 1.86826 3.48087  0.001
66 N -2.49347 1.22451 2.30114  0.001
67 H -5.17442 4.71341 -3.28490  0.000
68 H -4.98806 3.72666 -4.63599  0.000
69 H -4.87437 3.83209 -1.05328  0.000
70 H -3.90246 2.15219 0.33550  0.000
71 H -3.16446 -0.28433 -3.10647  0.000
72 H -4.31436 1.39296 -4.50446  0.000
73 H 0.64595 3.18858 3.22373  0.000
74 H -1.26602 3.04478 4.84370  0.000
75 H -3.32430 1.86277 4.10076  0.000

Force components x, y, z for each atom (eV/Å):
0.027 -0.142 -0.272
0.233 -0.659 -1.573
-1.460 0.946 0.496
0.394 0.022 -1.009
-0.036 1.507 0.085
-0.621 -0.686 -0.417
0.075 0.007 -0.191
-0.213 0.140 -0.165
0.742 -0.180 1.727
0.110 2.507 -1.112
0.481 -1.112 0.588
0.285 0.355 1.780
-0.228 0.603 -1.701
0.940 1.029 1.613
-0.579 -1.773 -1.820
0.265 1.286 0.313
0.163 -0.725 -0.033
-0.705 -0.361 0.527
0.255 -0.043 -0.715
0.104 -0.221 1.015
-0.134 0.349 -0.066
0.105 0.329 0.085
-0.320 -0.512 -0.418
-0.412 -1.479 0.390
-0.263 -0.013 -0.609
-0.040 -0.107 -0.042
0.000 -0.355 0.212
0.252 0.209 0.512
-0.037 0.214 0.559
0.090 -0.129 -0.022
-0.044 -0.369 0.055
-0.632 -0.059 -0.180
-0.235 0.118 1.137
1.063 -0.235 -0.295
-0.715 -0.775 0.219
-0.514 0.125 0.012
0.555 -0.402 -0.223
0.483 -0.171 -0.193
-0.230 0.065 -0.081
-0.253 -0.034 0.299
0.175 0.390 0.127
0.035 -0.394 0.017
0.554 0.236 -0.366
0.291 -0.384 -0.082
-0.084 0.655 0.009
0.251 0.198 -0.143
0.092 0.540 -0.121
-0.389 0.203 0.098
0.114 -0.568 0.124
-0.410 0.367 0.310
0.578 -0.909 0.221
0.802 -1.492 -0.079
0.410 -0.036 -0.157
-0.140 -0.021 0.387
0.524 -0.298 -0.127
-0.446 1.122 0.765
-1.188 -1.081 0.742
-0.478 0.049 -0.374
1.041 0.769 -0.667
0.777 0.985 0.307
-1.537 -0.664 -0.582
1.135 0.353 0.044
-1.697 -1.222 -0.409
0.436 0.864 0.532
-0.561 -0.721 -0.971
0.255 0.595 1.164
-0.023 -0.303 -0.155
0.114 0.131 -0.862
-0.697 1.307 0.467
0.029 -0.079 0.146
-0.092 0.164 0.185
0.002 -0.169 -0.562
0.673 0.275 -0.051
0.106 -0.143 -0.097
0.397 0.009 -0.330

Expectation value of S²: 3.763
ΔE to the lowest compared entry with this formula, charge and spin (eV): 0.000
Energy (eV): -112278.0003
HOMO-LUMO gap (spin up / spin down) (Ha): 0.2514 / 0.2847
Maximum force (eV/A): 2.74
Spin multiplicity: 4